No. 1
Below is a molecular structure, C21H18BN3S4SeW, with properties calculated with the ωB97M-V functional and the def2-TZVPD basis.

Structure (XYZ):
```
49
Properties=species:S:1:pos:R:3
W 0.01457 0.28708 -0.71282
S -0.87183 2.01299 -2.03962
C -1.04913 3.51919 -1.20436
C -1.31998 4.68246 -1.92650
C -1.39486 5.87847 -1.23937
C -1.23676 5.91599 0.14619
C -1.00741 4.75595 0.87582
C -0.90066 3.56975 0.18001
S -0.72669 1.99894 0.93789
C 0.69515 2.19736 2.03367
C 1.37081 0.86810 2.19394
C 2.22263 0.70276 3.27199
C 2.85466 -0.50944 3.45996
C 2.57569 -1.53840 2.57417
C 1.70952 -1.31907 1.52482
C 1.35351 -2.45670 0.62148
S 1.31544 -1.83896 -1.08025
C 0.21892 -2.95322 -1.89536
C 0.39162 -4.32251 -1.88153
C -0.47257 -5.09956 -2.64607
C -1.45479 -4.51010 -3.43761
C -1.60418 -3.13557 -3.46798
C -0.77088 -2.35136 -2.66912
S -0.99376 -0.62859 -2.64486
N 1.12993 -0.11288 1.30108
H -1.44322 4.64579 -3.00103
H -1.57844 6.79507 -1.78252
H -1.30476 6.86152 0.66680
H -0.91475 4.79416 1.95323
H 0.32158 2.53944 2.99748
H 1.36016 2.95043 1.60770
H 2.37734 1.52763 3.95434
H 3.53776 -0.65863 4.28518
H 3.02331 -2.51457 2.69799
H 0.37055 -2.86541 0.86744
H 2.09790 -3.24693 0.67984
H 1.17478 -4.78964 -1.29878
H -0.36653 -6.17574 -2.63278
H -2.10904 -5.13146 -4.03332
H -2.36673 -2.67037 -4.07908
Se 2.38437 1.04812 -1.36302
C 2.13526 2.83760 -1.01358
N 1.96812 3.94302 -0.73122
B -2.34666 -3.01482 1.57452
C -1.81449 -1.75304 0.87965
N -1.30439 -0.85815 0.32827
H -3.07369 -2.68261 2.46995
H -2.86391 -3.67702 0.71045
H -1.31344 -3.51710 1.98686
```

HOMO-LUMO gap (alpha / beta): 0.2036 / 0.2031 hartree
multiplicity: 1
ΔE to the lowest compared entry with this formula, charge and spin: 0.000 eV
HOMO level (alpha / beta): -14.79 / -14.78 eV
E_tot: -5060.8817 a.u.
net charge: +2

Just the Mulliken charges please, in e? Sure, here they are: number 1, W, carries 0.4925; number 2, S, carries -0.1708; number 3, C, carries 0.9793; number 4, C, carries -0.7200; number 5, C, carries -0.7456; number 6, C, carries -0.6456; number 7, C, carries -0.5732; number 8, C, carries 0.6053; number 9, S, carries -0.0588; number 10, C, carries -0.5467; number 11, C, carries 0.3866; number 12, C, carries -1.0377; number 13, C, carries -0.6659; number 14, C, carries -0.9867; number 15, C, carries 0.7127; number 16, C, carries -0.5250; number 17, S, carries -0.0793; number 18, C, carries 0.7493; number 19, C, carries -0.5929; number 20, C, carries -0.6808; number 21, C, carries -0.7447; number 22, C, carries -0.7357; number 23, C, carries 0.9900; number 24, S, carries -0.2528; number 25, N, carries 0.1024; number 26, H, carries 0.4946; number 27, H, carries 0.4202; number 28, H, carries 0.4300; number 29, H, carries 0.4554; number 30, H, carries 0.7476; number 31, H, carries 0.4963; number 32, H, carries 0.5306; number 33, H, carries 0.4731; number 34, H, carries 0.5182; number 35, H, carries -0.0840; number 36, H, carries 0.7863; number 37, H, carries 0.4414; number 38, H, carries 0.4352; number 39, H, carries 0.4252; number 40, H, carries 0.4847; number 41, Se, carries 0.1009; number 42, C, carries 0.2360; number 43, N, carries -0.3566; number 44, B, carries 0.1935; number 45, C, carries 0.2975; number 46, N, carries -0.6229; number 47, H, carries -0.0521; number 48, H, carries -0.0556; number 49, H, carries -0.0511

***

No. 2
Below is C5H11NO in the gas phase, with properties calculated with the ωB97M-V functional and the def2-TZVPD basis.

Structure (XYZ):
```
18
Properties=species:S:1:pos:R:3
C -2.00220 0.48554 -1.20025
C -1.53044 -0.01009 0.12787
C -0.28305 -0.37584 0.48207
N -0.01383 -0.98517 1.70965
C 0.88756 0.04706 -0.33504
C 2.21814 -0.56678 0.05390
O 0.94861 1.57891 -0.13004
H -2.78351 -0.16836 -1.59263
H -2.44608 1.47727 -1.09200
H -1.20693 0.54437 -1.93847
H -2.33201 -0.25168 0.81751
H 0.80275 -0.63058 2.18527
H -0.81650 -1.03622 2.32049
H 0.68756 -0.10477 -1.40178
H 2.11363 -1.64357 0.16764
H 2.96232 -0.33921 -0.70501
H 2.57075 -0.14137 0.99197
H 0.22324 2.12050 -0.46114
```

SMILES string: C/C=C(/N)[C@H](C)O
HOMO-LUMO gap: 0.3297 hartree
multiplicity: 1
ΔE to the lowest compared entry with this formula, charge and spin: 1.638 eV
HOMO level: -7.94 eV
E_tot: -327.0712 a.u.

Just the Mulliken charges please, in e? Sure, here they are: number 1, C, carries -1.2443; number 2, C, carries -0.5010; number 3, C, carries 0.9220; number 4, N, carries -0.5313; number 5, C, carries 0.2361; number 6, C, carries -1.6127; number 7, O, carries -0.5386; number 8, H, carries 0.3541; number 9, H, carries 0.2904; number 10, H, carries 0.2998; number 11, H, carries 0.2351; number 12, H, carries 0.2039; number 13, H, carries 0.2278; number 14, H, carries 0.1607; number 15, H, carries 0.4012; number 16, H, carries 0.3771; number 17, H, carries 0.3943; number 18, H, carries 0.3255

***

Values of max |F|, in order: 0.9 2.4, all in eV/A.